The following is a DFT calculation (ωB97M-V/def2-TZVPD) of the ion C8H11BrN5O with charge +1 in a non-equilibrium geometry.

* total energy: -88004.66150 eV
* charge: +1
* LUMO energy: -3.3 eV
* highest occupied orbital energy: -12.0 eV
* energy above the lowest of the compared OMol25 structures with the same formula, charge and spin: 0.0 kcal per mole

```
26
Properties=species:S:1:pos:R:3:forces:R:3
C 1.79211 -2.42729 -0.04823 0.01 0.13 -0.07
C 0.73276 -0.30119 -0.34447 0.73 -0.51 0.14
H 2.92801 2.21291 -0.67085 -0.04 -0.01 -0.03
N -0.46379 0.45065 -0.55281 -1.14 -0.58 -0.16
H 3.90987 -2.34841 0.25745 0.08 -0.03 0.03
H -3.84386 -0.89377 1.90819 0.01 0.39 -0.16
C -1.30071 0.16596 -1.49827 0.67 0.20 -0.92
H -0.30980 -2.17299 -0.38185 -0.11 -0.06 0.03
H 1.73559 -3.50096 0.02340 0.02 -0.12 -0.03
H -2.50073 1.64847 -1.31280 0.10 -0.16 0.08
C 1.99941 1.87884 -0.21385 0.09 0.20 -0.05
C 3.06995 -0.39814 0.03137 0.04 0.14 0.04
C 0.64782 -1.68637 -0.27439 -0.07 0.17 0.02
C 1.93369 0.39000 -0.17734 0.07 -0.16 -0.11
H 1.16467 2.30603 -0.76127 -0.03 0.06 0.00
N -2.74754 0.18894 0.54993 0.10 -0.46 -0.09
N -0.82059 1.30012 0.54840 1.72 1.10 -0.45
N -1.92267 1.06125 1.03993 -2.32 -0.39 1.41
Br 4.76639 0.43285 0.25062 -0.25 -0.18 0.00
C 3.00793 -1.78050 0.09369 0.01 0.01 0.01
H 1.97284 2.27054 0.80286 -0.02 0.08 0.02
H -4.75021 0.18775 1.00729 0.41 -0.02 0.22
H -3.74732 0.75521 2.25799 -0.11 -0.32 -0.35
H -1.06870 -0.65259 -2.17465 0.02 0.07 0.09
O -2.33394 0.85995 -1.85646 -0.03 0.12 -0.16
N -3.85120 0.05276 1.49610 0.04 0.33 0.48
```
Forces are in eV/Å.

Atom charges from the natural (NBO) analysis, given in e for atoms 1 to 2: number 1, C, carries -0.190; number 2, C, carries 0.169

The following is a DFT calculation (ωB97M-V/def2-TZVPD) of an isolated molecule of C8H11BrO2 in a non-equilibrium geometry.

* total energy: -82609.82243 eV
* charge: 0
* LUMO energy: 0.6 eV
* highest occupied orbital energy: -9.4 eV
* energy above the lowest of the compared OMol25 structures with the same formula, charge and spin: 0.0 kcal per mole

```
22
Properties=species:S:1:pos:R:3:forces:R:3
C 0.17708 2.00842 0.04348 -2.45 -1.69 0.51
H 0.14385 -2.43898 1.27488 0.64 1.46 -2.10
H 1.37555 -1.56975 0.06339 -1.42 -0.65 0.35
H -2.55892 -2.01071 -1.65045 -0.29 -0.44 0.64
O 0.82722 0.22280 -1.26634 -0.03 -1.26 -1.03
H -1.31673 -0.71176 2.37480 -0.39 -0.65 -0.44
H -0.36348 -3.50108 -0.61321 -0.55 -2.29 -0.09
C -0.42898 -0.50470 0.55772 -3.61 -0.16 0.52
C 0.27874 -1.77312 0.28040 1.39 -2.05 2.61
C -0.48156 -2.49226 -0.80318 0.12 2.23 -2.71
H 1.40233 3.65840 -0.15657 0.40 1.21 0.76
C -1.86129 -1.83692 -0.83319 0.67 -0.36 -1.07
C 1.08657 2.83319 -0.72593 2.34 -0.30 -1.68
H 0.48036 1.93591 1.08494 -0.74 0.73 0.50
C -1.80218 -0.71657 -0.15625 -0.54 0.80 1.10
H -0.86155 2.36200 -0.20396 0.61 -0.16 1.37
H 0.67214 3.21423 -1.62440 -0.72 0.39 -0.85
O -0.68549 -0.16886 1.91313 1.85 1.52 -0.37
H -0.11075 -2.26161 -1.87436 0.01 -0.47 1.69
C 0.16318 0.53105 -0.31362 2.13 3.06 0.07
Br -3.23330 0.59895 0.08215 0.99 -0.92 -0.33
H 1.99959 2.32470 -1.09952 -0.41 -0.02 0.56
```
Forces are in eV/Å.

Atom charges from the natural (NBO) analysis, given in e for atoms 1 to 2: number 1, C, carries -0.512; number 2, H, carries 0.210